Version 1
Computed, not measured: a cluster of 2 separate species, C3H10NS in total, with the ωB97M-V functional and the def2-TZVPD basis.

Output
M: 92.2 g/mol
HOMO-LUMO gap (alpha / beta): 9.996 / 6.853 eV

ORCA input file:
```
! wB97M-V def2-TZVPD RIJCOSX def2/J DEFGRID3
* xyz 0 2
C 0.55 -1.33 -2.12
N 0.42 0.00 -2.73
H -0.39 -1.83 -1.88
H 1.03 -1.19 -1.16
H 1.13 -2.00 -2.75
H 0.57 0.70 -2.01
H -0.50 0.22 -3.07
C -0.33 0.46 2.74
C -0.31 0.97 1.29
S -1.43 0.14 0.20
H -0.23 -0.62 2.77
H -1.27 0.68 3.24
H 0.47 0.93 3.28
H 0.70 0.80 0.91
H -0.41 2.05 1.29
*
```

=====

Version 2
Computed, not measured: a cluster of 2 separate species, C3H10NS in total, with the ωB97M-V functional and the def2-TZVPD basis.

Output
M: 92.2 g/mol
HOMO-LUMO gap (alpha / beta): 10.160 / 6.918 eV

ORCA input file:
```
! wB97M-V def2-TZVPD RIJCOSX def2/J DEFGRID3
* xyz 0 2
C 2.22 1.14 -1.80
S 0.48 1.03 -1.36
H 2.72 0.16 -1.85
H 2.54 1.68 -2.68
H 2.71 1.58 -0.90
C -1.05 -1.72 2.65
C -0.59 -0.97 1.31
N -1.68 -0.42 0.54
H -0.30 -2.00 3.39
H -1.76 -1.00 3.04
H -1.41 -2.65 2.22
H 0.20 -0.25 1.58
H 0.01 -1.69 0.73
H -1.51 0.58 0.40
H -1.56 -0.63 -0.45
*
```

=====

Tell me which of them is the most stable. Sure, it is version 1.

=====

Version 1
Computed, not measured: a cluster of 2 separate species, C2H4N2O in total, with the ωB97M-V functional and the def2-TZVPD basis.

Output
M: 72.1 g/mol
HOMO-LUMO gap (alpha / beta): 6.958 / 7.480 eV

ORCA input file:
```
! wB97M-V def2-TZVPD RIJCOSX def2/J DEFGRID3
* xyz 0 3
C -0.57 -1.11 -0.28
C -1.63 -0.22 0.07
N 0.33 -1.75 0.45
N -0.52 1.49 0.22
O -2.78 0.02 0.15
H -0.60 -1.26 -1.33
H 1.02 -2.28 -0.08
H -0.39 2.02 -0.61
H 0.37 1.28 0.63
*
```

=====

Version 2
Computed, not measured: the molecule C2H4N2O, with the ωB97M-V functional and the def2-TZVPD basis.

Output
M: 72.1 g/mol
HOMO-LUMO gap (alpha / beta): 7.217 / 6.246 eV

ORCA input file:
```
! wB97M-V def2-TZVPD RIJCOSX def2/J DEFGRID3
* xyz 0 3
C 0.68 -0.72 0.23
C -0.15 -0.21 -0.96
N 0.78 -0.05 1.29
N -0.93 1.23 -0.44
O -0.38 -0.82 -1.93
H 1.17 -1.82 0.04
H 1.40 -0.32 1.97
H -0.62 1.36 0.47
H -1.96 1.35 -0.67
*
```

=====

Tell me which of them is the most stable. Sure, it is version 2.

=====

Version 1
Computed, not measured: the ion C21H42N5O7 with charge +1, with the ωB97M-V functional and the def2-TZVPD basis.

Output
M: 476.6 g/mol
SMILES: CCN[C@@H]1C[C@H]([NH3+])[C@@H](O[C@H]2OC(CN)=CC[C@H]2N)[C@H](O)[C@H]1O[C@@H]1OC[C@](C)(O)[C@H](NC)[C@H]1O
HOMO-LUMO gap: 8.972 eV

ORCA input file:
```
! wB97M-V def2-TZVPD RIJCOSX def2/J DEFGRID3
* xyz 1 1
C 1.30 4.58 -0.97
C 0.82 3.78 -2.18
N 0.06 2.58 -1.88
C 0.81 1.50 -1.26
C 0.53 0.17 -2.01
C -0.59 -0.63 -1.35
N -1.24 -1.52 -2.35
C -1.64 0.29 -0.71
O -2.71 -0.50 -0.20
C -3.92 -0.54 -0.93
O -3.69 -0.13 -2.25
C -4.18 -0.86 -3.31
C -3.56 -0.40 -4.61
N -2.17 0.01 -4.36
C -5.07 -1.84 -3.18
C -5.55 -2.24 -1.82
C -4.42 -2.00 -0.82
N -3.26 -2.87 -1.12
C -1.01 1.06 0.46
O -1.71 2.27 0.57
C 0.51 1.30 0.23
O 1.28 0.21 0.70
C 1.63 0.28 2.06
O 2.37 1.42 2.35
C 3.72 1.33 1.93
C 4.50 0.27 2.74
C 5.38 0.91 3.81
O 5.28 -0.45 1.81
C 3.49 -0.70 3.42
N 4.20 -1.87 3.89
C 3.83 -2.36 5.20
C 2.38 -1.02 2.40
O 1.43 -1.94 2.86
H 1.99 3.99 -0.37
H 0.45 4.86 -0.35
H 1.81 5.48 -1.29
H 0.16 4.41 -2.79
H 1.67 3.49 -2.80
H -0.73 2.83 -1.30
H 1.88 1.71 -1.36
H 1.44 -0.43 -2.03
H 0.25 0.44 -3.03
H -0.18 -1.25 -0.54
H -0.57 -2.19 -2.69
H -2.07 -2.04 -1.89
H -1.60 -0.92 -3.18
H -2.01 1.01 -1.43
H -4.64 0.15 -0.47
H -3.57 -1.23 -5.31
H -4.16 0.41 -5.03
H -1.67 0.07 -5.24
H -2.16 0.93 -3.93
H -5.43 -2.37 -4.04
H -5.84 -3.29 -1.80
H -6.42 -1.65 -1.52
H -4.77 -2.14 0.21
H -2.77 -3.07 -0.25
H -3.58 -3.74 -1.51
H -1.13 0.45 1.36
H -1.51 2.70 1.42
H 0.79 2.21 0.79
H 0.73 0.34 2.70
H 3.77 1.05 0.87
H 4.14 2.32 2.07
H 5.83 0.14 4.43
H 4.80 1.57 4.44
H 6.18 1.48 3.33
H 5.83 -1.06 2.31
H 3.03 -0.19 4.28
H 4.18 -2.61 3.20
H 4.43 -3.24 5.43
H 4.06 -1.59 5.94
H 2.77 -2.63 5.31
H 2.86 -1.39 1.47
H 1.89 -2.72 3.20
*
```

=====

Version 2
Computed, not measured: a structure of composition C21H42N5O7, with the ωB97M-V functional and the def2-TZVPD basis.

Output
M: 476.6 g/mol
HOMO-LUMO gap: 8.801 eV

ORCA input file:
```
! wB97M-V def2-TZVPD RIJCOSX def2/J DEFGRID3
* xyz 1 1
C 4.41 0.30 1.15
C 3.65 1.75 0.88
N 2.20 1.48 0.41
H 2.37 0.87 -0.45
C 1.68 2.85 -0.13
C 1.16 3.27 1.26
H 2.01 3.21 2.11
H 0.71 4.33 0.95
C -0.20 2.47 1.58
N 0.18 1.09 1.73
H -0.58 0.36 1.04
H 1.09 0.86 1.12
C -1.26 2.93 0.63
H -1.95 3.55 1.08
C -0.84 3.13 -0.84
O -0.41 4.35 -0.84
H -1.23 5.03 -0.94
C 0.57 2.25 -0.98
H 0.64 2.50 -2.04
O 0.15 0.80 -0.84
C 0.40 0.04 -2.03
O 1.86 -0.22 -2.10
C 2.13 -1.09 -3.06
H 3.34 -1.04 -3.09
C 1.59 -2.42 -2.86
C 2.19 -3.37 -3.69
H 1.81 -3.14 -4.63
H 3.16 -3.32 -3.98
H 2.25 -4.50 -3.34
O 2.47 -2.71 -1.34
H 3.27 -2.89 -1.60
C 0.26 -2.40 -2.54
N -0.28 -3.73 -1.87
H 0.53 -4.06 -1.30
C -0.71 -4.63 -2.87
H -0.20 -5.21 -3.51
H -1.65 -4.08 -3.55
H -1.13 -5.62 -2.09
H -0.24 -2.30 -3.38
C -0.12 -1.54 -1.44
H -1.15 -1.26 -1.21
O 0.42 -1.81 -0.03
H 1.30 -1.96 -0.22
H 1.86 -0.71 -4.07
H -0.10 0.24 -3.01
H -1.62 2.86 -1.34
O -2.14 1.72 0.68
C -3.18 1.73 1.65
O -2.87 1.34 2.76
C -2.37 -0.12 3.07
C -2.79 -1.00 2.32
C -3.56 -0.84 1.05
C -4.42 0.60 1.13
N -4.67 0.86 -0.10
H -5.25 1.72 -0.04
H -5.34 -0.08 -0.38
H -4.98 0.52 1.81
H -4.15 -1.74 0.96
H -2.90 -0.93 0.24
H -2.36 -2.05 2.93
C -1.62 0.06 4.36
N -0.17 -0.30 4.14
H -0.12 -1.19 3.69
H 0.54 -0.29 4.86
H -1.92 -0.79 5.08
H -1.63 0.94 4.96
H -3.64 2.60 1.65
H -0.58 2.66 2.82
H 2.43 3.33 -0.55
H 0.18 0.37 3.02
H 4.24 2.11 0.16
H 3.73 2.25 1.82
H 5.45 0.44 1.34
H 4.19 -0.36 0.00
H 3.90 -0.09 1.83
*
```

=====

Tell me which of them is the most stable. Sure, it is version 1.

=====

Version 1
Computed, not measured: a cluster of 2 separate species, C11H18 in total, with the ωB97M-V functional and the def2-TZVPD basis.

Output
M: 150.3 g/mol
SMILES: Cc1ccccc1.CC(C)C
HOMO-LUMO gap: 10.070 eV

ORCA input file:
```
! wB97M-V def2-TZVPD RIJCOSX def2/J DEFGRID3
* xyz 0 1
C -2.18 -1.26 -0.88
C -1.47 -0.98 0.43
C -1.14 -2.05 1.25
C -0.49 -1.86 2.46
C -0.26 -0.56 2.89
C -0.60 0.51 2.07
C -1.12 0.31 0.78
H -1.66 -1.13 -1.82
H -3.06 -0.61 -0.93
H -2.56 -2.28 -0.82
H -1.25 -3.06 0.88
H 0.07 -2.62 2.99
H 0.33 -0.28 3.76
H -0.15 1.47 2.31
H -1.02 1.19 0.18
C 0.34 2.08 -1.70
C 1.38 0.98 -2.05
C 2.64 1.76 -2.47
C 1.78 0.10 -0.86
H 0.25 2.72 -2.56
H 0.65 2.55 -0.77
H -0.68 1.73 -1.52
H 0.99 0.37 -2.86
H 3.15 2.24 -1.65
H 3.32 0.99 -2.88
H 2.47 2.34 -3.38
H 0.94 -0.08 -0.18
H 2.15 -0.92 -1.01
H 2.59 0.58 -0.30
*
```

=====

Version 2
Computed, not measured: a cluster of 2 separate species, C11H18 in total, with the ωB97M-V functional and the def2-TZVPD basis.

Output
M: 150.3 g/mol
SMILES: Cc1ccccc1.CC(C)C
HOMO-LUMO gap: 10.017 eV

ORCA input file:
```
! wB97M-V def2-TZVPD RIJCOSX def2/J DEFGRID3
* xyz 0 1
C -2.47 2.79 -0.26
C -1.23 2.22 0.38
C -0.04 2.94 0.25
C 1.02 2.75 1.11
C 1.02 1.76 2.07
C -0.14 1.02 2.22
C -1.27 1.25 1.38
H -2.51 2.57 -1.34
H -2.46 3.87 -0.15
H -3.37 2.38 0.17
H 0.12 3.65 -0.55
H 1.98 3.26 0.98
H 1.86 1.65 2.73
H -0.28 0.28 2.99
H -2.04 0.50 1.49
C 1.19 -3.02 0.24
C 0.67 -1.94 -0.74
C 1.68 -1.68 -1.87
C -0.61 -2.55 -1.39
H 1.87 -2.49 0.92
H 1.52 -3.93 -0.25
H 0.32 -3.25 0.87
H 0.45 -1.08 -0.12
H 1.58 -2.49 -2.59
H 1.37 -0.78 -2.40
H 2.68 -1.58 -1.44
H -0.36 -3.23 -2.20
H -1.25 -3.09 -0.69
H -1.28 -1.81 -1.84
*
```

=====

Tell me which of them is the most stable. Sure, it is version 2.

=====

Version 1
Computed, not measured: a cluster of 2 separate species, C11H18 in total, with the ωB97M-V functional and the def2-TZVPD basis.

Output
M: 150.3 g/mol
SMILES: Cc1ccccc1.CC(C)C
HOMO-LUMO gap: 9.844 eV

ORCA input file:
```
! wB97M-V def2-TZVPD RIJCOSX def2/J DEFGRID3
* xyz 0 1
C -2.30 -0.47 -2.50
C -1.89 -1.20 -1.26
C -1.43 -0.44 -0.16
C -1.53 -0.89 1.12
C -1.73 -2.27 1.33
C -2.06 -3.06 0.26
C -2.15 -2.55 -1.05
H -1.58 0.33 -2.70
H -3.26 0.00 -2.31
H -2.42 -1.10 -3.38
H -1.26 0.60 -0.35
H -1.43 -0.25 1.99
H -1.52 -2.68 2.29
H -2.35 -4.09 0.44
H -2.43 -3.21 -1.85
C 3.19 1.42 1.57
C 2.05 1.12 0.54
C 0.68 1.59 1.06
C 2.38 1.75 -0.83
H 3.41 0.47 2.05
H 2.94 2.14 2.34
H 4.07 1.73 1.03
H 2.01 0.05 0.39
H 0.06 0.75 1.34
H 0.77 2.25 1.93
H 0.16 2.22 0.34
H 3.43 2.04 -0.82
H 2.27 1.07 -1.67
H 1.91 2.69 -1.15
*
```

=====

Version 2
Computed, not measured: the molecule C11H18, with the ωB97M-V functional and the def2-TZVPD basis.

Output
M: 150.3 g/mol
SMILES: C=C=C(C)/C(C)=C(/C)C(C)C
HOMO-LUMO gap: 9.088 eV

ORCA input file:
```
! wB97M-V def2-TZVPD RIJCOSX def2/J DEFGRID3
* xyz 0 1
C -1.87 1.18 2.16
C -1.55 0.15 1.47
C -1.19 -0.93 0.81
C -1.38 -2.36 1.43
C -0.59 -0.79 -0.54
C -1.36 -1.66 -1.60
C 0.41 0.04 -0.80
C 0.82 0.09 -2.27
C 1.10 0.90 0.22
C 2.64 0.66 0.28
C 0.80 2.34 0.07
H -1.26 1.52 3.05
H -2.80 1.82 1.91
H -1.67 -2.19 2.46
H -0.32 -2.88 1.58
H -2.15 -2.94 0.78
H -1.60 -1.17 -2.50
H -2.27 -2.07 -1.02
H -0.65 -2.41 -1.96
H 0.13 0.50 -2.90
H 1.13 -1.02 -2.50
H 1.80 0.61 -2.54
H 0.84 0.37 1.16
H 3.23 1.44 -0.34
H 2.84 -0.45 0.06
H 2.91 1.11 1.26
H 1.46 3.03 0.71
H -0.33 2.49 0.53
H 0.86 2.61 -0.96
*
```

=====

Tell me which of them is the most stable. Sure, it is version 1.

=====

Version 1
Computed, not measured: a structure of composition C11H18, with the ωB97M-V functional and the def2-TZVPD basis.

Output
M: 150.3 g/mol
HOMO-LUMO gap: 10.045 eV

ORCA input file:
```
! wB97M-V def2-TZVPD RIJCOSX def2/J DEFGRID3
* xyz 0 1
C -0.11 -0.07 2.28
C 0.94 0.90 2.31
C 0.78 2.36 2.07
C -0.50 2.70 1.70
C -1.60 1.80 1.74
C -1.44 0.49 2.15
C 0.18 -0.99 -1.41
C 1.48 -1.31 -0.70
C 0.39 -1.41 -2.93
C 0.11 0.49 -1.38
C -0.97 -1.71 -0.83
H -0.07 -1.19 2.57
H 2.12 0.93 2.89
H 1.59 3.02 2.28
H -0.93 3.73 1.32
H -2.66 2.22 1.59
H -2.39 -0.13 2.44
H 1.78 -2.34 -0.51
H 2.47 -1.06 -1.33
H 1.27 -0.48 0.19
H -0.50 -1.08 -3.51
H 1.44 -1.13 -3.37
H 0.33 -2.62 -2.81
H -0.41 0.79 -2.34
H 1.25 0.81 -1.54
H -0.17 0.90 -0.37
H -1.63 -1.07 0.14
H -1.60 -1.68 -1.95
H -1.14 -2.84 -0.68
*
```

=====

Version 2
Computed, not measured: a cluster of 2 separate species, C11H18 in total, with the ωB97M-V functional and the def2-TZVPD basis.

Output
M: 150.3 g/mol
SMILES: Cc1ccccc1.CC(C)C
HOMO-LUMO gap: 10.041 eV

ORCA input file:
```
! wB97M-V def2-TZVPD RIJCOSX def2/J DEFGRID3
* xyz 0 1
C -0.73 -0.63 -2.90
C -0.04 0.59 -2.33
C -0.69 1.83 -2.34
C -0.10 2.96 -1.82
C 1.14 2.86 -1.19
C 1.79 1.66 -1.19
C 1.25 0.55 -1.84
H 0.01 -1.11 -3.54
H -1.58 -0.34 -3.52
H -0.93 -1.39 -2.15
H -1.63 1.93 -2.87
H -0.58 3.93 -1.85
H 1.55 3.73 -0.68
H 2.71 1.54 -0.62
H 1.81 -0.38 -1.82
C -1.37 -2.19 2.41
C -0.55 -0.98 2.03
C 0.15 -0.48 3.31
C 0.49 -1.28 0.95
H -0.83 -3.05 2.81
H -1.91 -2.68 1.57
H -2.17 -1.93 3.10
H -1.14 -0.15 1.68
H 0.78 -1.24 3.77
H 0.76 0.39 3.03
H -0.58 -0.09 4.02
H 0.70 -0.41 0.32
H 1.46 -1.54 1.36
H 0.20 -2.10 0.29
*
```

=====

Version 3
Computed, not measured: a cluster of 2 separate species, C11H18 in total, with the ωB97M-V functional and the def2-TZVPD basis.

Output
M: 150.3 g/mol
SMILES: Cc1ccccc1.CC(C)C
HOMO-LUMO gap: 9.731 eV

ORCA input file:
```
! wB97M-V def2-TZVPD RIJCOSX def2/J DEFGRID3
* xyz 0 1
C 3.44 0.73 1.59
C 1.99 1.11 1.20
C 1.69 1.19 -0.13
C 0.59 1.96 -0.42
C -0.15 2.53 0.56
C 0.05 2.39 1.90
C 1.03 1.52 2.20
H 3.62 1.44 2.39
H 4.01 0.91 0.65
H 3.66 -0.32 1.77
H 2.57 0.83 -0.85
H 0.17 2.05 -1.51
H -0.94 3.08 0.00
H -0.74 2.83 2.72
H 1.07 1.06 3.07
C -0.20 -2.15 -1.30
C -1.32 -1.42 -0.77
C -1.97 -0.58 -2.03
C -2.59 -2.17 -0.14
H 0.25 -2.92 -0.58
H 0.44 -1.49 -1.57
H -0.71 -2.91 -1.89
H -1.00 -0.61 -0.02
H -3.02 -0.31 -1.90
H -1.30 0.11 -2.48
H -2.07 -1.52 -2.72
H -3.21 -2.67 -0.84
H -2.26 -3.01 0.50
H -3.12 -1.67 0.62
*
```

=====

Version 4
Computed, not measured: a cluster of 2 separate species, C11H18 in total, with the ωB97M-V functional and the def2-TZVPD basis.

Output
M: 150.3 g/mol
SMILES: CCc1ccccc1.CCC
HOMO-LUMO gap: 9.955 eV

ORCA input file:
```
! wB97M-V def2-TZVPD RIJCOSX def2/J DEFGRID3
* xyz 0 1
C -3.06 -1.47 0.99
C -1.61 -1.71 1.37
C -0.67 -2.02 0.23
C -0.80 -3.28 -0.40
C 0.03 -3.64 -1.44
C 1.07 -2.79 -1.83
C 1.16 -1.54 -1.23
C 0.21 -1.11 -0.30
H -3.09 -0.89 0.07
H -3.52 -0.90 1.80
H -3.71 -2.34 0.86
H -1.17 -0.82 1.85
H -1.44 -2.43 2.18
H -1.65 -3.87 -0.10
H -0.15 -4.60 -1.91
H 1.88 -3.10 -2.47
H 1.90 -0.87 -1.67
H 0.17 -0.05 -0.10
C 1.54 3.64 1.47
C 0.73 3.51 0.18
C 1.56 3.24 -1.08
H 1.01 3.37 2.39
H 1.99 4.62 1.54
H 2.28 2.82 1.50
H 0.12 2.61 0.34
H -0.01 4.27 -0.07
H 2.21 2.39 -0.84
H 0.88 2.89 -1.85
H 2.15 4.08 -1.45
*
```

=====

Tell me which of them is the most stable. Sure, it is version 2.

=====

Version 1
Computed, not measured: the ion C7H14N4O with charge +2, with the ωB97M-V functional and the def2-TZVPD basis.

Output
M: 170.2 g/mol
HOMO-LUMO gap (alpha / beta): 7.857 / 7.859 eV

ORCA input file:
```
! wB97M-V def2-TZVPD RIJCOSX def2/J DEFGRID3
* xyz 2 1
C -1.23 -1.72 -0.89
C 1.94 1.00 -0.63
C -1.68 1.89 0.14
C -2.32 -0.25 0.91
C -0.52 1.34 -0.63
C 0.69 -0.79 0.32
C 3.08 -0.62 0.63
N 0.06 -1.45 -0.72
N 1.85 -0.14 0.07
N -2.25 -1.21 -0.21
N 0.82 1.79 -0.70
O -2.56 0.90 0.26
H -1.40 -2.35 -1.66
H 2.83 1.56 -0.96
H -1.17 2.10 1.20
H -2.22 2.68 -0.23
H -3.29 -0.34 1.43
H -1.45 -0.42 1.57
H -0.59 0.35 -1.14
H 0.64 -1.28 1.30
H 3.55 -1.18 -0.30
H 3.69 0.20 1.02
H 2.86 -1.41 1.47
H 0.71 -1.94 -1.32
H -3.18 -1.55 -0.31
H 1.14 2.83 -0.62
*
```

=====

Version 2
Computed, not measured: a cluster of 2 separate species, C7H14N4O in total, with the ωB97M-V functional and the def2-TZVPD basis.

Output
M: 170.2 g/mol
HOMO-LUMO gap (alpha / beta): 8.201 / 8.173 eV

ORCA input file:
```
! wB97M-V def2-TZVPD RIJCOSX def2/J DEFGRID3
* xyz 2 1
C -1.31 1.49 1.58
C -1.20 0.68 0.51
C 0.38 0.11 1.94
C -3.01 1.36 -1.70
C 1.53 -0.56 2.58
C 0.31 -1.24 -0.14
C 1.52 -0.87 -1.03
N -0.13 -0.16 0.72
N -0.34 1.10 2.46
N -1.80 1.08 -1.65
N 1.17 -0.87 -2.48
O -0.81 0.95 -2.31
H -2.01 2.28 1.79
H -3.47 1.62 -2.65
H -3.64 1.38 -0.82
H 1.78 -0.05 3.51
H 1.30 -1.60 2.81
H 2.41 -0.54 1.93
H -0.54 -1.54 -0.76
H 0.57 -2.09 0.49
H 1.88 0.13 -0.78
H 2.33 -1.59 -0.87
H -0.19 1.51 3.38
H 0.38 -0.19 -2.63
H 0.89 -1.81 -2.80
H 1.97 -0.58 -3.05
*
```

=====

Tell me which of them is the most stable. Sure, it is version 2.